Computed, not measured: a cluster of 2 separate species, C5H13N in total at a distorted geometry, with the ωB97M-V functional and the def2-TZVPD basis.

Output
Charge: -1
Multiplicity: 2
Gap between HOMO and LUMO (alpha / beta) in eV: 3.092 / 6.998
Expectation value of S²: 0.753
Energy above the lowest of the compared OMol25 structures with the same formula, charge and spin in kcal per mole: 38.6
LUMO (alpha / beta) in eV: 4.1 / 4.0
E_HOMO (alpha / beta) in Ha: 0.037 / -0.111

XYZ file:
```
19
C5H13N the ωB97M-V functional and the def2-TZVPD basis
C 1.295 0.741 0.889
C 2.564 0.141 0.086
C 2.189 -0.370 -1.336
H 0.976 1.670 0.401
H 1.659 1.060 1.837
H 0.588 -0.105 0.973
H 3.048 -0.626 0.566
H 3.319 0.925 0.185
H 2.385 -1.462 -1.377
H 1.057 -0.334 -1.423
H 2.570 0.168 -2.186
C -2.467 0.964 0.264
C -2.064 -1.451 0.178
N -1.776 -0.211 -0.188
H -3.221 1.219 -0.461
H -1.792 1.810 0.299
H -2.866 0.918 1.305
H -1.501 -2.324 -0.228
H -2.900 -1.595 0.939
```

Computed, not measured: a cluster of 9 separate species, C23H36N10O7 in total at a distorted geometry, with the ωB97M-V functional and the def2-TZVPD basis.

Output
Gap between HOMO and LUMO in eV: 7.829
SMILES: Oc1ccc(O)cc1.Oc1ccc(O)cc1.NC(N)=O.NC(N)=O.NC(N)=O.CC#N.CC#N.CC#N.CC#N
LUMO in eV: -0.3
E_HOMO in Ha: -0.297

XYZ file:
```
76
C23H36N10O7 the ωB97M-V functional and the def2-TZVPD basis
O -2.926 -1.806 -0.774
C -3.859 -1.758 -1.681
C -4.298 -2.915 -2.279
C -5.226 -2.893 -3.290
C -5.843 -1.629 -3.609
O -6.892 -1.692 -4.487
C -5.402 -0.438 -3.043
C -4.406 -0.547 -2.069
H -3.000 -2.542 -0.162
H -3.956 -3.919 -2.074
H -5.518 -3.824 -3.754
H -7.653 -2.068 -4.039
H -5.872 0.495 -3.317
H -4.134 0.280 -1.431
O 7.303 -4.971 0.521
C 6.225 -4.148 0.509
C 5.444 -4.067 1.690
C 4.291 -3.242 1.598
C 3.935 -2.634 0.378
O 2.734 -1.921 0.188
C 4.793 -2.599 -0.689
C 5.940 -3.393 -0.660
H 7.391 -5.418 -0.324
H 5.664 -4.668 2.559
H 3.568 -3.201 2.400
H 2.680 -1.568 -0.703
H 4.446 -2.172 -1.619
H 6.456 -3.510 -1.602
N -0.634 2.465 -2.778
C -0.248 3.540 -3.450
N 1.045 3.825 -3.428
O -1.043 4.294 -3.956
H -1.523 2.178 -3.161
H -0.088 1.994 -2.070
H 1.690 3.301 -2.854
H 1.383 4.764 -3.584
N 4.039 0.737 -0.075
C 4.854 1.517 -0.694
N 6.155 1.542 -0.250
O 4.465 2.062 -1.723
H 4.300 0.073 0.640
H 3.091 0.786 -0.420
H 6.841 2.220 -0.548
H 6.286 1.135 0.665
N -6.670 0.690 2.480
C -6.047 1.633 1.879
N -4.755 1.530 1.963
O -6.725 2.512 1.343
H -6.093 -0.091 2.759
H -7.673 0.807 2.518
H -4.244 2.021 1.244
H -4.269 1.038 2.700
C 1.542 0.605 5.618
C 1.351 1.308 4.379
N 1.212 1.897 3.366
H 0.506 0.324 5.808
H 2.047 1.249 6.337
H 2.200 -0.227 5.365
C 2.551 0.484 -4.054
C 2.414 -0.868 -3.489
N 2.236 -1.895 -3.058
H 3.538 0.932 -3.933
H 1.965 1.042 -3.324
H 2.249 0.584 -5.096
C -0.911 0.795 0.970
C 0.158 0.845 -0.009
N 0.982 0.871 -0.855
H -1.548 1.678 1.022
H -0.440 0.777 1.953
H -1.661 0.031 0.765
C -2.940 2.574 5.590
C -2.294 2.705 4.244
N -1.728 2.868 3.205
H -3.201 1.527 5.740
H -3.902 3.086 5.616
H -2.352 3.002 6.402
```

Computed, not measured: an isolated molecule of C3H7NS2 at a distorted geometry, with the ωB97M-V functional and the def2-TZVPD basis.

Output
Gap between HOMO and LUMO in eV: 8.479
Energy above the lowest of the compared OMol25 structures with the same formula, charge and spin in kcal per mole: 23.5
SMILES: CNCC(=S)S
LUMO in eV: -0.4
E_HOMO in Ha: -0.325

XYZ file:
```
13
C3H7NS2 the ωB97M-V functional and the def2-TZVPD basis
C 1.885 -0.158 -0.117
N 0.475 0.074 -0.562
C -0.471 -0.290 0.476
C -1.947 -0.030 0.140
S -3.051 -1.181 -0.214
S -2.272 1.699 -0.111
H 2.088 -1.182 0.216
H 2.565 0.103 -0.930
H 2.072 0.525 0.682
H 0.297 -0.563 -1.349
H -0.183 0.293 1.381
H -0.460 -1.364 0.726
H -0.998 2.072 -0.337
```

Computed, not measured: a structure of composition C30H44N2O3P2Pt at a distorted geometry, with the ωB97M-V functional and the def2-TZVPD basis.

Output
Multiplicity: 5
Gap between HOMO and LUMO (alpha / beta) in eV: 4.583 / 4.970
Expectation value of S²: 6.065
LUMO (alpha / beta) in eV: 0.1 / -1.8
E_HOMO (alpha / beta) in Ha: -0.164 / -0.250

XYZ file:
```
82
C30H44N2O3P2Pt the ωB97M-V functional and the def2-TZVPD basis
Pt 1.256 -1.130 -1.520
P -0.652 -2.680 -0.718
P 2.742 0.630 -1.727
N 2.082 -1.972 -0.147
H -0.349 -1.258 -1.084
C -0.957 -3.813 -2.072
H -1.836 -4.393 -1.749
H -0.097 -4.487 -2.202
H -1.172 -3.309 -3.019
C -2.175 -1.861 -0.162
H -2.895 -2.674 -0.027
H -2.483 -1.146 -0.943
H -1.890 -1.300 0.751
C -0.101 -3.627 0.689
H -0.980 -4.225 0.967
H 0.164 -2.950 1.507
H 0.744 -4.282 0.442
C 3.705 0.624 -3.265
H 4.602 1.247 -3.179
H 3.099 0.975 -4.106
H 4.029 -0.404 -3.474
C 2.101 2.307 -1.483
H 2.933 3.023 -1.508
H 1.607 2.373 -0.506
H 1.378 2.571 -2.261
C 3.997 0.423 -0.438
H 4.676 1.281 -0.445
H 4.569 -0.491 -0.616
H 3.501 0.353 0.534
C 3.046 -2.766 0.243
C 4.570 -4.623 0.021
C 3.643 -3.780 -0.563
C 3.447 -2.595 1.592
C 4.381 -3.446 2.138
C 4.945 -4.469 1.364
H 5.015 -5.433 -0.561
H 3.331 -3.877 -1.598
H 2.955 -1.799 2.144
H 4.669 -3.325 3.181
H 5.677 -5.150 1.810
C -0.349 0.458 -3.805
O 0.843 -0.007 -3.590
C -1.328 -0.544 -4.345
H -2.363 -0.199 -4.317
H -1.227 -1.558 -3.872
H -1.036 -0.652 -5.395
C -0.902 1.533 -2.957
H -0.588 2.504 -3.367
H -0.652 1.533 -1.876
H -1.996 1.573 -3.026
C -4.152 -0.163 3.719
C -4.085 0.491 2.360
C -4.810 -0.056 1.300
C -4.714 0.506 0.018
C -3.905 1.603 -0.190
C -3.147 2.148 0.863
N -2.282 3.197 0.548
C -1.030 3.495 1.072
C -0.605 4.833 1.057
C 0.576 5.187 1.692
C 1.330 4.218 2.360
C 0.946 2.881 2.338
C -0.182 2.509 1.625
C -0.468 1.052 1.328
O -0.563 0.242 2.291
O -0.614 0.796 0.083
C -3.327 1.654 2.181
C -2.722 2.343 3.355
H -3.142 -0.408 4.090
H -4.634 0.486 4.469
H -4.731 -1.086 3.660
H -5.403 -0.953 1.488
H -5.305 0.071 -0.802
H -3.826 2.062 -1.184
H -2.610 3.804 -0.206
H -1.210 5.582 0.540
H 0.905 6.229 1.710
H 2.242 4.478 2.903
H 1.502 2.077 2.838
H -1.784 1.848 3.646
H -2.524 3.398 3.168
H -3.403 2.294 4.221
```

Computed, not measured: an isolated molecule of C15H18N8 at a distorted geometry, with the ωB97M-V functional and the def2-TZVPD basis.

Output
Gap between HOMO and LUMO in eV: 7.713
Energy above the lowest of the compared OMol25 structures with the same formula, charge and spin in kcal per mole: 3.1
SMILES: Cc1cnc(C)n2nc(/C=C/c3nc(N4CCC4)nn3C)nc12
LUMO in eV: 0.0
E_HOMO in Ha: -0.283

XYZ file:
```
41
C15H18N8 the ωB97M-V functional and the def2-TZVPD basis
C 3.594 3.793 -0.682
C 3.658 3.157 0.647
C 4.447 3.664 1.639
N 4.434 3.255 3.008
C 3.646 2.252 3.319
C 3.555 1.780 4.733
N 2.827 1.616 2.322
N 1.987 0.568 2.476
C 1.513 0.393 1.264
C 0.477 -0.597 0.985
C -0.104 -0.608 -0.246
C -1.183 -1.457 -0.691
N -1.732 -1.222 -1.828
C -2.708 -2.184 -1.906
N -3.455 -2.227 -3.053
C -4.702 -2.943 -3.157
C -5.274 -1.697 -3.809
C -3.909 -1.010 -3.680
N -2.788 -3.016 -0.898
N -1.802 -2.581 -0.073
C -1.437 -3.231 1.189
N 2.049 1.247 0.286
C 2.817 2.001 0.994
H 4.299 4.638 -0.760
H 3.806 3.072 -1.450
H 2.592 4.226 -0.850
H 5.134 4.471 1.409
H 2.555 1.467 4.965
H 3.891 2.539 5.443
H 4.213 0.935 4.879
H 0.156 -1.178 1.850
H 0.267 0.068 -1.014
H -4.659 -3.846 -3.783
H -5.212 -3.182 -2.218
H -6.068 -1.226 -3.249
H -5.603 -1.866 -4.860
H -3.942 -0.062 -3.101
H -3.352 -0.834 -4.587
H -1.958 -4.176 1.287
H -0.348 -3.435 1.193
H -1.684 -2.565 2.008
```

Computed, not measured: a structure of composition C13H25F5NO2P2Ti at a distorted geometry, with the ωB97M-V functional and the def2-TZVPD basis.

Output
Multiplicity: 2
Gap between HOMO and LUMO (alpha / beta) in eV: 7.124 / 7.972
Expectation value of S²: 0.753
LUMO (alpha / beta) in eV: -0.3 / -0.3
E_HOMO (alpha / beta) in Ha: -0.272 / -0.303

XYZ file:
```
49
C13H25F5NO2P2Ti the ωB97M-V functional and the def2-TZVPD basis
C -0.874 1.075 -3.595
C -0.895 0.537 -2.299
N -0.073 1.038 -1.330
C 0.778 2.068 -1.609
C 0.851 2.610 -2.898
C 0.013 2.112 -3.903
C -1.773 -0.632 -1.933
P -2.064 -0.699 -0.095
Ti -0.051 0.126 0.629
P 1.875 1.315 0.858
C 1.580 2.622 -0.453
O -0.607 -3.567 -2.329
O 0.560 -3.604 0.135
H -1.542 0.662 -4.356
H 1.548 3.429 -3.100
H 0.050 2.530 -4.914
C -3.565 0.331 0.192
C -2.633 -2.408 0.247
H 2.500 3.121 -0.802
H 0.956 3.380 0.062
H -1.243 -1.592 -2.151
H -2.704 -0.632 -2.529
C 2.242 2.276 2.381
C 3.497 0.564 0.410
H 0.662 -2.605 0.125
H 0.274 -3.778 1.050
H -0.251 -3.733 -1.415
H 0.207 -3.443 -2.848
H -0.834 1.421 1.351
H 0.805 -1.178 -0.056
H -4.440 -0.054 -0.360
H -3.783 0.339 1.273
H -3.341 1.364 -0.120
H -3.500 -2.689 -0.375
H -1.788 -3.086 0.057
H -2.900 -2.464 1.316
H 4.313 1.308 0.384
H 3.733 -0.217 1.152
H 3.390 0.080 -0.574
H 3.114 2.942 2.262
H 1.344 2.857 2.645
H 2.433 1.554 3.193
F 0.106 -2.239 2.496
C -0.137 -0.907 2.612
F -1.454 -0.772 3.017
C 0.717 -0.434 3.771
F 0.420 -1.187 4.894
F 2.053 -0.628 3.474
F 0.428 0.885 4.060
```

Computed, not measured: a structure of composition C14H31N5NaO4P2 at a distorted geometry, with the ωB97M-V functional and the def2-TZVPD basis.

Output
Charge: +1
Gap between HOMO and LUMO in eV: 9.715
Energy above the lowest of the compared OMol25 structures with the same formula, charge and spin in kcal per mole: 31.8
LUMO in eV: -2.0
E_HOMO in Ha: -0.432

XYZ file:
```
57
C14H31N5NaO4P2 the ωB97M-V functional and the def2-TZVPD basis
Na 1.913 0.641 -0.048
C -3.491 1.246 -1.028
N -2.081 1.367 -1.356
C -1.851 2.228 -2.507
P -0.964 1.577 -0.132
O 0.399 1.632 -0.670
O -1.243 0.281 0.788
P -0.258 -0.937 1.261
O 1.167 -0.607 1.212
N -0.820 -1.185 2.786
C -2.190 -1.020 3.222
C 0.065 -1.828 3.737
N -0.623 -2.210 0.248
C -2.024 -2.430 -0.049
C 0.253 -2.440 -0.882
N -1.388 2.875 0.828
C -2.211 2.711 2.008
C -0.467 3.989 0.908
H -4.009 0.794 -1.878
H -3.955 2.215 -0.815
H -3.607 0.598 -0.162
H -2.276 1.759 -3.396
H -0.778 2.344 -2.640
H -2.302 3.218 -2.382
H -2.785 -0.624 2.403
H -2.225 -0.316 4.058
H -2.617 -1.973 3.551
H 1.012 -2.034 3.246
H -0.361 -2.766 4.100
H 0.241 -1.172 4.593
H -2.606 -2.315 0.864
H -2.154 -3.446 -0.426
H -2.390 -1.719 -0.801
H 1.279 -2.275 -0.563
H 0.028 -1.780 -1.731
H 0.151 -3.477 -1.204
H -2.893 1.877 1.871
H -2.795 3.620 2.162
H -1.605 2.529 2.902
H 0.118 4.030 -0.006
H 0.211 3.902 1.764
H -1.041 4.910 1.007
O 3.889 0.428 0.636
C 4.477 -0.635 -0.087
C 3.739 -0.863 -1.375
C 3.708 -2.114 -1.985
C 3.098 -2.231 -3.222
C 2.530 -1.103 -3.794
C 2.582 0.090 -3.089
N 3.173 0.211 -1.912
H 4.526 0.679 1.313
H 4.482 -1.553 0.516
H 5.514 -0.376 -0.349
H 4.162 -2.972 -1.515
H 3.075 -3.185 -3.726
H 2.073 -1.158 -4.770
H 2.146 0.995 -3.485
```